[1]
Density functional theory data (ωB97M-V/def2-TZVPD) for a molecular structure, C46H61N6O3PS2V at a distorted geometry.

Computed properties:
Frontier orbital gap (spin up / spin down) = 6.179 / 5.967 eV
2S+1 = 3
E_tot = -120423.71553 eV
Charge = +1
E_LUMO (spin up / spin down) = -3.388 / -3.607 eV
ΔE to the lowest compared entry with this formula, charge and spin = 19.9 kcal per mole

```
120
C46H61N6O3PS2V (ωB97M-V/def2-TZVPD)
V 0.710 0.219 1.880
C -0.477 -0.745 7.173
S 0.323 -1.947 6.063
C 0.136 -1.190 4.515
S 0.955 -1.835 3.168
N -0.644 -0.148 4.417
N -0.642 0.481 3.250
C -1.504 1.459 3.131
C -1.428 2.180 1.918
C -2.232 3.275 1.559
C -2.045 3.861 0.329
C -1.110 3.304 -0.543
C -0.366 2.218 -0.119
N -0.472 1.699 1.096
H -0.708 -1.269 8.096
H -1.382 -0.378 6.702
H 0.217 0.069 7.363
H -2.224 1.667 3.915
H -2.958 3.653 2.261
H -2.617 4.727 0.040
H -0.942 3.730 -1.516
H 0.354 1.766 -0.788
N 4.397 1.425 6.676
C 3.619 1.293 5.589
C 2.393 1.968 5.455
C 1.634 1.786 4.323
N 1.970 0.951 3.336
C 3.156 0.340 3.435
C 4.002 0.486 4.505
H 4.093 1.968 7.463
H 5.237 0.881 6.771
H 2.033 2.614 6.241
H 0.705 2.334 4.212
H 3.439 -0.314 2.617
H 4.945 -0.039 4.523
O -0.793 -0.848 0.644
P -1.522 -1.993 0.014
C -0.956 -3.540 0.896
C 0.503 -3.882 0.601
C 0.670 -4.871 -0.547
C -0.139 -6.140 -0.296
C -1.618 -5.793 -0.175
C -1.846 -4.782 0.947
C -1.296 -1.775 -1.827
C 0.161 -1.441 -2.138
C 0.280 -0.846 -3.546
C -0.665 -1.543 -4.536
C -1.001 -2.949 -4.056
C -1.796 -2.894 -2.745
C -3.320 -1.802 0.463
C -4.316 -2.587 -0.402
C -5.013 -1.684 -1.416
C -5.855 -0.615 -0.713
C -5.179 -0.125 0.576
C -3.665 -0.309 0.511
H -0.981 -3.090 1.905
H 0.926 -4.333 1.504
H 1.057 -2.958 0.405
H 1.730 -5.111 -0.647
H 0.344 -4.428 -1.489
H 0.199 -6.610 0.630
H 0.012 -6.848 -1.113
H -2.206 -6.687 0.043
H -1.978 -5.404 -1.130
H -1.625 -5.290 1.890
H -2.896 -4.490 0.980
H -1.881 -0.859 -2.005
H 0.766 -2.345 -2.068
H 0.546 -0.734 -1.402
H 1.313 -0.953 -3.880
H 0.051 0.222 -3.520
H -0.207 -1.588 -5.523
H -1.593 -0.979 -4.639
H -0.075 -3.511 -3.918
H -1.594 -3.468 -4.810
H -1.713 -3.860 -2.249
H -2.849 -2.732 -2.974
H -3.360 -2.183 1.493
H -5.081 -3.032 0.239
H -3.808 -3.402 -0.918
H -5.654 -2.287 -2.062
H -4.267 -1.205 -2.052
H -6.838 -1.024 -0.472
H -6.009 0.219 -1.400
H -5.560 -0.689 1.429
H -5.425 0.925 0.743
H -3.196 0.140 1.391
H -3.267 0.208 -0.366
C 0.488 5.638 -4.487
C 1.330 5.462 -3.258
C 1.591 6.573 -2.468
C 2.284 6.455 -1.276
C 2.722 5.215 -0.873
C 2.506 4.089 -1.671
N 2.902 2.875 -1.103
C 3.395 1.745 -1.673
C 4.148 1.797 -2.857
C 4.657 0.650 -3.412
C 4.424 -0.590 -2.820
C 3.719 -0.661 -1.642
C 3.212 0.492 -1.035
C 2.449 0.379 0.214
O 2.103 -0.736 0.677
O 2.076 1.407 0.859
C 1.799 4.200 -2.877
C 1.492 3.016 -3.747
H 0.280 6.692 -4.648
H -0.469 5.126 -4.379
H 0.977 5.238 -5.373
H 1.235 7.540 -2.788
H 2.462 7.325 -0.663
H 3.241 5.090 0.068
H 2.672 2.778 -0.116
H 4.343 2.764 -3.296
H 5.267 0.714 -4.300
H 4.824 -1.481 -3.275
H 3.548 -1.608 -1.154
H 2.187 2.960 -4.584
H 0.491 3.100 -4.164
H 1.562 2.080 -3.201
```

Atom charges from the Mulliken analysis, given in e for atoms 1 to 99: atom 1 (V): -0.02, atom 2 (C): -0.71, atom 3 (S): -0.01, atom 4 (C): 0.62, atom 5 (S): -0.35, atom 6 (N): -2.07, atom 7 (N): 2.04, atom 8 (C): -1.36, atom 9 (C): 1.07, atom 10 (C): -1.35, atom 11 (C): -0.81, atom 12 (C): -1.10, atom 13 (C): -0.61, atom 14 (N): 1.31, atom 15 (H): 0.40, atom 16 (H): 0.23, atom 17 (H): 0.18, atom 18 (H): 0.54, atom 19 (H): 0.63, atom 20 (H): 0.50, atom 21 (H): 0.64, atom 22 (H): 0.80, atom 23 (N): -0.45, atom 24 (C): 1.00, atom 25 (C): -0.96, atom 26 (C): -0.57, atom 27 (N): 0.88, atom 28 (C): -0.71, atom 29 (C): -1.13, atom 30 (H): 0.19, atom 31 (H): 0.19, atom 32 (H): 0.41, atom 33 (H): 0.37, atom 34 (H): 0.52, atom 35 (H): 0.38, atom 36 (O): 0.17, atom 37 (P): -0.14, atom 38 (C): 0.85, atom 39 (C): -0.29, atom 40 (C): -0.10, atom 41 (C): -1.19, atom 42 (C): -0.42, atom 43 (C): -1.23, atom 44 (C): 1.56, atom 45 (C): -0.45, atom 46 (C): -0.24, atom 47 (C): -0.88, atom 48 (C): -1.08, atom 49 (C): 0.19, atom 50 (C): 0.06, atom 51 (C): -1.04, atom 52 (C): -0.81, atom 53 (C): -0.95, atom 54 (C): -1.09, atom 55 (C): 0.16, atom 56 (H): -0.14, atom 57 (H): 0.72, atom 58 (H): -0.75, atom 59 (H): 0.56, atom 60 (H): -0.23, atom 61 (H): 0.40, atom 62 (H): 0.49, atom 63 (H): 0.47, atom 64 (H): 0.04, atom 65 (H): 0.60, atom 66 (H): 0.29, atom 67 (H): 0.74, atom 68 (H): 0.11, atom 69 (H): -1.09, atom 70 (H): 0.53, atom 71 (H): -0.25, atom 72 (H): 0.52, atom 73 (H): 0.36, atom 74 (H): 0.29, atom 75 (H): 0.57, atom 76 (H): -0.97, atom 77 (H): 0.46, atom 78 (H): 0.92, atom 79 (H): 0.52, atom 80 (H): 0.33, atom 81 (H): 0.58, atom 82 (H): 0.07, atom 83 (H): 0.38, atom 84 (H): 0.34, atom 85 (H): 0.39, atom 86 (H): 0.41, atom 87 (H): -0.41, atom 88 (H): 0.27, atom 89 (C): -1.57, atom 90 (C): 0.98, atom 91 (C): -0.98, atom 92 (C): -0.99, atom 93 (C): -0.96, atom 94 (C): -0.49, atom 95 (N): 0.08, atom 96 (C): -0.55, atom 97 (C): -0.44, atom 98 (C): -0.70, atom 99 (C): -1.01

---

[2]
Density functional theory data (ωB97M-V/def2-TZVPD) for a molecular structure, C46H62N5O5Ti.

Computed properties:
Frontier orbital gap = 5.613 eV
2S+1 = 1
E_tot = -89510.22107 eV
Charge = +1
E_LUMO = -3.829 eV
ΔE to the lowest compared entry with this formula, charge and spin = 23.5 kcal per mole

```
119
C46H62N5O5Ti (ωB97M-V/def2-TZVPD)
Ti -0.415 0.188 0.063
C -2.847 -2.973 5.204
C -3.321 -1.738 4.438
C -2.819 -1.699 3.029
C -3.301 -2.365 1.946
C -4.478 -3.285 1.867
C -4.084 -4.761 1.770
C -2.470 -2.009 0.840
N -1.466 -1.142 1.218
C -1.646 -1.002 2.595
C -0.698 -0.506 3.446
C 0.561 -0.107 3.047
C 1.660 0.101 3.937
C 1.612 -0.112 5.418
C 1.707 -1.590 5.801
C 2.729 0.432 3.155
C 2.253 0.448 1.806
C 3.000 0.883 0.735
C 2.570 0.893 -0.558
N 1.370 0.336 -0.987
C 1.459 0.370 -2.360
C 0.536 -0.212 -3.203
C -0.511 -0.983 -2.777
N -0.863 -1.177 -1.452
C -1.938 -2.039 -1.520
C -2.667 -2.457 -0.443
C -2.231 -2.421 -2.883
C -1.354 -1.745 -3.671
C -1.126 -1.721 -5.156
C -2.131 -2.442 -6.044
C -3.308 -3.408 -3.220
C -2.831 -4.855 -3.093
C 2.678 0.970 -2.796
C 3.365 1.307 -1.672
C 4.703 1.965 -1.568
C 5.865 0.971 -1.612
C 3.102 1.103 -4.225
C 3.645 -0.200 -4.817
N 0.925 0.092 1.736
C 4.141 0.706 3.566
C 5.083 -0.456 3.247
H -3.173 -2.936 6.243
H -1.758 -3.050 5.191
H -3.244 -3.885 4.758
H -3.013 -0.831 4.963
H -4.412 -1.710 4.419
H -5.100 -3.133 2.751
H -5.099 -3.003 1.013
H -4.967 -5.396 1.713
H -3.504 -5.068 2.641
H -3.470 -4.957 0.889
H -0.905 -0.544 4.507
H 0.694 0.319 5.826
H 2.429 0.440 5.885
H 0.886 -2.163 5.364
H 1.673 -1.719 6.882
H 2.638 -2.025 5.436
H 3.990 1.268 0.938
H 0.717 -0.142 -4.265
H -3.488 -3.137 -0.614
H -0.129 -2.130 -5.348
H -1.074 -0.674 -5.472
H -2.187 -3.507 -5.823
H -1.828 -2.343 -7.086
H -3.131 -2.018 -5.955
H -3.676 -3.228 -4.226
H -4.165 -3.240 -2.564
H -3.640 -5.553 -3.304
H -2.456 -5.063 -2.089
H -2.018 -5.057 -3.791
H 4.746 2.553 -0.649
H 4.799 2.686 -2.383
H 5.904 0.454 -2.570
H 6.817 1.481 -1.466
H 5.764 0.213 -0.834
H 3.865 1.881 -4.295
H 2.261 1.457 -4.829
H 4.519 -0.546 -4.263
H 3.936 -0.062 -5.858
H 2.901 -0.996 -4.776
H 4.165 0.914 4.637
H 4.497 1.620 3.081
H 4.777 -1.358 3.778
H 6.106 -0.222 3.538
H 5.077 -0.688 2.181
C 2.290 4.564 -2.782
O 2.005 3.925 -1.561
C 1.292 4.744 -0.654
C 1.884 4.582 0.724
O 1.637 3.287 1.250
C 0.860 3.254 2.414
C -0.628 3.221 2.230
O -1.172 2.001 1.725
C -2.561 1.965 2.058
H 3.007 5.383 -2.652
H 2.723 3.818 -3.446
H 1.382 4.959 -3.249
H 1.362 5.797 -0.952
H 0.241 4.456 -0.668
H 2.969 4.704 0.653
H 1.505 5.346 1.413
H 1.183 2.391 2.993
H 1.068 4.145 3.023
H -1.034 3.365 3.240
H -0.991 4.052 1.612
H -2.671 1.933 3.146
H -3.058 2.861 1.674
H -3.010 1.093 1.603
O -3.986 0.260 0.016
C -3.364 0.773 -0.884
C -3.946 1.076 -2.255
C -2.850 1.853 -2.972
C -1.804 2.073 -1.898
O -0.896 2.871 -1.932
N -2.035 1.204 -0.821
H -4.888 1.610 -2.140
H -4.165 0.117 -2.726
H -3.145 2.806 -3.406
H -2.382 1.252 -3.755
```

Atom charges from the Mulliken analysis, given in e for atoms 1 to 99: atom 1 (Ti): -1.06, atom 2 (C): -1.02, atom 3 (C): -1.47, atom 4 (C): 1.02, atom 5 (C): 0.98, atom 6 (C): -1.38, atom 7 (C): -1.05, atom 8 (C): 0.51, atom 9 (N): 1.10, atom 10 (C): -0.52, atom 11 (C): -1.55, atom 12 (C): -0.02, atom 13 (C): 0.50, atom 14 (C): -1.36, atom 15 (C): -1.13, atom 16 (C): 0.74, atom 17 (C): 0.19, atom 18 (C): -0.78, atom 19 (C): -0.94, atom 20 (N): 0.30, atom 21 (C): -0.32, atom 22 (C): -1.37, atom 23 (C): -0.46, atom 24 (N): 0.65, atom 25 (C): 0.43, atom 26 (C): -1.18, atom 27 (C): 0.13, atom 28 (C): 0.87, atom 29 (C): -0.04, atom 30 (C): -1.74, atom 31 (C): -1.36, atom 32 (C): -1.36, atom 33 (C): 1.77, atom 34 (C): 1.49, atom 35 (C): -1.50, atom 36 (C): -1.41, atom 37 (C): -1.44, atom 38 (C): -1.24, atom 39 (N): 0.84, atom 40 (C): -1.15, atom 41 (C): -1.18, atom 42 (H): 0.43, atom 43 (H): 0.19, atom 44 (H): 0.23, atom 45 (H): 0.43, atom 46 (H): 0.55, atom 47 (H): 0.37, atom 48 (H): 0.43, atom 49 (H): 0.43, atom 50 (H): 0.27, atom 51 (H): 0.21, atom 52 (H): 0.61, atom 53 (H): 0.44, atom 54 (H): 0.45, atom 55 (H): 0.19, atom 56 (H): 0.44, atom 57 (H): 0.27, atom 58 (H): 0.62, atom 59 (H): 0.58, atom 60 (H): 0.59, atom 61 (H): 0.34, atom 62 (H): 0.35, atom 63 (H): 0.31, atom 64 (H): 0.47, atom 65 (H): 0.38, atom 66 (H): 0.51, atom 67 (H): 0.43, atom 68 (H): 0.43, atom 69 (H): 0.34, atom 70 (H): 0.32, atom 71 (H): 0.37, atom 72 (H): 0.57, atom 73 (H): 0.26, atom 74 (H): 0.44, atom 75 (H): 0.25, atom 76 (H): 0.47, atom 77 (H): 0.57, atom 78 (H): 0.24, atom 79 (H): 0.44, atom 80 (H): 0.22, atom 81 (H): 0.46, atom 82 (H): 0.31, atom 83 (H): 0.29, atom 84 (H): 0.44, atom 85 (H): 0.22, atom 86 (C): -0.89, atom 87 (O): 0.18, atom 88 (C): -0.54, atom 89 (C): -0.81, atom 90 (O): 0.04, atom 91 (C): -0.62, atom 92 (C): -0.87, atom 93 (O): 1.08, atom 94 (C): -1.38, atom 95 (H): 0.31, atom 96 (H): 0.09, atom 97 (H): 0.37, atom 98 (H): 0.60, atom 99 (H): 0.02